# 1
Density functional theory data (ωB97M-V with the def2-TZVPD basis set) for a 3-piece molecular cluster, C6H18O6 overall.

Energy above the lowest of the compared OMol25 structures with the same formula, charge and spin, kcal per mole: 65.47
SMILES: OCCO.OCCO.OCCO
Gap between HOMO and LUMO, eV: 10.798

Geometry as XYZ:
```
30
Properties=species:S:1:pos:R:3:forces:R:3
O -4.4528 0.6204 -3.5209 -0.0689 -0.0634 1.1007
O 5.4002 -1.1682 -4.4786 0.9283 0.4717 0.5073
O -1.3117 1.4931 6.1894 -0.6385 1.2363 -0.4854
O 2.7749 -1.6178 -4.8012 1.3004 -1.1879 -0.0880
O 1.6429 1.2114 6.9649 0.8923 0.9088 -1.3224
O -5.7986 2.2461 -1.3131 -0.5915 -0.1048 0.4068
C 5.0999 -1.9751 -5.5949 -1.4370 -0.8700 0.4648
C 3.7358 -2.6175 -5.2042 -0.5048 0.3124 -1.6411
C 0.5221 0.9518 7.7484 -0.7249 -1.6640 -0.1312
C -4.4521 1.8475 -1.3257 0.3883 -0.9454 -1.8920
C -4.2651 0.4807 -2.0955 -0.4138 0.9069 1.0370
C -0.5905 0.4473 6.7396 0.6835 0.1524 1.3182
H -5.0408 -0.1715 -1.6941 -0.1252 -0.2263 0.0408
H 5.7782 -2.8131 -5.7547 0.4130 0.1460 0.0685
H 3.3275 -1.2090 -4.1310 -0.3601 0.8985 0.4559
H -1.3735 -0.1560 7.1989 0.4037 -0.2451 0.4024
H 0.8521 0.1647 8.4264 -0.6483 -0.4319 0.2954
H 2.3160 1.7250 7.4174 -0.1556 -0.0021 0.2060
H 6.0582 -1.6020 -3.9305 0.0177 0.0373 0.0501
H -4.1237 1.8213 -0.2867 0.1504 -0.2113 -0.2075
H -0.1263 -0.1328 5.9420 0.3874 -0.2163 0.1715
H -0.7149 2.1608 5.8435 0.1513 0.0022 -0.1258
H 3.9178 -3.3724 -4.4393 0.0680 0.1888 0.4783
H -6.1759 2.1459 -2.1901 0.1034 0.0034 -0.1937
H -3.3053 -0.0151 -1.9502 0.2428 0.3692 0.4341
H 5.1223 -1.3297 -6.4731 -0.4503 -0.1517 -0.0446
H 3.2887 -3.1797 -6.0241 0.0231 0.1537 -0.2497
H -3.8950 2.5753 -1.9157 0.4675 0.2314 0.2816
H 0.2140 1.7856 8.3793 -0.3503 0.2593 -0.3293
H -4.4244 -0.3170 -3.7263 -0.1517 0.0422 -1.0085
```
Positions in Å, forces in eV/Å.

# 2
Density functional theory data (ωB97M-V with the def2-TZVPD basis set) for a 2-piece molecular cluster, C6H19B3INO7P2 overall.

SMILES: N=[PH2]B1OBOB(P(O)I)O1.COCCOCCOC
Gap between HOMO and LUMO, eV: 8.278

Geometry as XYZ:
```
39
Properties=species:S:1:pos:R:3:forces:R:3
I -2.6440 2.2873 1.5018 0.0172 -0.0334 0.1889
P 2.4385 3.1755 -0.5395 -0.1723 -0.2045 -0.0003
P -3.2931 3.9355 -0.1825 0.0790 0.0814 -0.2847
O -3.2515 3.0200 -1.5681 -0.1157 0.1622 -0.0412
O -1.1920 -1.6508 -0.8591 -0.0509 -0.0067 0.1111
O 0.5856 -4.6720 0.1549 0.1029 0.1010 -0.0024
O 0.5756 -1.9706 1.6420 -0.0049 -0.0555 0.0406
O 1.0503 5.7515 -0.4467 0.3774 -0.2836 0.8188
O -0.3589 3.8419 -0.4240 -0.0416 0.0902 0.1488
O -1.2592 6.0231 -0.1005 0.0476 -0.2803 0.7996
N 2.0898 1.6607 -0.3631 -0.0105 0.1442 -0.1491
C 0.4055 -4.4194 1.5353 -0.0371 -0.0506 -0.0253
C -2.3807 -0.9477 -1.1370 0.1231 -0.0015 -0.0447
C -0.2817 -3.0912 1.7592 -0.0417 0.0039 0.0549
C -0.1843 -0.7795 -0.3671 0.0297 -0.0702 -0.0932
C 1.5574 -5.6596 -0.0861 -0.0639 -0.0512 -0.0240
C 0.9107 -1.5540 0.3265 0.1176 0.0771 -0.0808
B -1.4600 4.6648 -0.2307 -0.0484 0.0552 -0.3494
B 0.0327 6.3982 0.2314 -0.2015 0.0323 -0.4821
B 0.8992 4.3810 -0.4790 -0.1194 0.0580 -0.5111
H -2.2189 -0.1773 -1.9016 -0.0276 0.0168 -0.0028
H 0.2538 -0.2142 -1.2018 -0.0606 0.0470 0.0731
H 0.2532 7.1306 1.1363 -0.0014 0.2862 -0.2519
H -0.6263 -3.0767 2.7957 -0.0320 0.0101 -0.0049
H 2.5371 -5.3575 0.3032 -0.0027 -0.0076 0.0145
H -0.6160 -0.0596 0.3379 0.0425 0.0329 -0.0166
H -2.7528 -0.4558 -0.2328 -0.1098 0.0153 -0.0280
H 1.7567 -0.8757 0.4511 -0.0433 -0.0073 0.0114
H -1.1519 -3.0001 1.1047 0.0422 -0.0315 -0.0502
H 1.2806 -6.6181 0.3703 0.0077 0.0004 0.0078
H 1.3757 -4.4130 2.0490 -0.0066 0.0158 0.0131
H 2.4364 1.0692 -1.1050 0.0747 -0.1330 0.0652
H 3.1413 3.5807 -1.6959 0.0250 0.1739 0.0105
H 3.2603 3.7467 0.4603 0.0570 0.0970 -0.0469
H 1.6293 -5.7914 -1.1638 -0.0022 -0.0075 -0.0028
H 1.2275 -2.4001 -0.2885 -0.0811 -0.0222 -0.0050
H -2.6940 3.3941 -2.2609 0.0714 -0.2143 0.0932
H -3.1187 -1.6605 -1.5000 0.0107 -0.0182 0.0082
H -0.2131 -5.2160 1.9741 0.0497 -0.0215 0.0376
```
Positions in Å, forces in eV/Å.

# 3
Density functional theory data (ωB97M-V with the def2-TZVPD basis set) for a 2-piece molecular cluster, C6H19ClN2Si2 overall.

Energy above the lowest of the compared OMol25 structures with the same formula, charge and spin, kcal per mole: 25.18
Gap between HOMO and LUMO (alpha / beta), eV: 6.642 / 7.056

Geometry as XYZ:
```
30
Properties=species:S:1:pos:R:3:forces:R:3
Cl -1.9570 -0.2709 2.3783 0.8798 0.5335 -1.4615
Si -3.3048 2.8375 -1.2519 0.8912 0.9076 0.7409
Si -0.8751 0.4247 0.5631 -0.4226 -1.5732 -0.5398
N -0.9788 -0.9198 -0.6931 0.2834 1.2997 3.1780
N 0.7487 0.8088 1.1337 -1.8005 0.7866 1.8613
C 3.0414 0.1941 0.5935 -2.0481 -2.2883 -2.7552
C 1.8639 1.0927 0.2692 0.0811 -0.2622 -2.1729
C 0.3175 -3.0978 -0.2201 0.4254 0.6696 0.6204
C 0.8463 1.5720 2.4472 2.6312 -1.5251 -0.0751
C -1.0080 -2.3124 -0.2956 -1.4616 -2.3118 1.0492
C -0.7509 -0.6521 -2.0626 2.7088 2.0721 -1.2732
H -0.2433 -1.5290 -2.5302 -0.0308 0.9013 0.1413
H 1.3075 2.5447 2.1853 -0.0270 -0.4910 0.5804
H 2.2648 2.1023 0.4341 -0.7399 0.2692 -0.4747
H -1.6725 -2.9448 -0.9488 0.3928 0.9352 -0.0604
H 1.4910 0.9322 -0.8452 1.0784 0.5092 2.1320
H 1.0356 -2.6180 0.5185 -0.7320 -0.8657 -0.9565
H -4.3541 2.8509 -0.2100 0.0568 0.0910 0.0232
H -3.8098 2.1972 -2.4215 -0.3181 -0.7088 -0.8441
H -2.9260 4.2537 -1.7176 -0.1062 -0.7942 0.5098
H 3.4284 0.3708 1.5225 0.7359 0.2043 2.6256
H 1.4603 0.9734 3.2731 -0.7386 1.2378 -2.0002
H 0.7649 -3.2761 -1.1780 0.6871 1.0606 -0.8909
H 0.1616 -4.1636 -0.0579 -0.4767 0.0274 1.2047
H -1.6058 -0.4220 -2.6346 -1.5673 -0.1156 -0.5983
H -0.0428 1.7532 2.9755 -1.6428 0.1082 0.0367
H 3.8471 0.2459 -0.1012 0.6225 0.5183 -0.7687
H 2.6435 -0.8449 0.4409 0.6046 0.6167 0.7486
H -0.1292 0.3985 -2.2636 -0.9669 -2.7843 0.6343
H -1.5643 -2.5008 0.6969 1.0002 0.9718 -1.2150
```
Positions in Å, forces in eV/Å.

# 4
Density functional theory data (ωB97M-V with the def2-TZVPD basis set) for C6H19F6N2O7PZn as an isolated structure.

Gap between HOMO and LUMO, eV: 9.913

Geometry as XYZ:
```
42
Properties=species:S:1:pos:R:3:forces:R:3
Zn -0.6231 1.1873 -0.3944 0.6534 -0.5825 -0.0770
P -3.1377 0.3588 2.0992 0.3191 1.2633 -0.7366
F -2.4097 1.8660 2.2307 0.0932 0.0505 0.6828
F -1.9454 0.0862 0.8897 -0.3671 -0.1006 0.3539
F -2.1052 -0.2090 3.1376 0.1856 -0.6928 0.1748
F -4.1660 0.6967 3.2577 0.0223 -0.1533 -0.4721
F -3.7925 -1.0002 1.6529 0.1515 -0.4936 0.8087
F -4.0297 1.1010 0.9816 -0.7131 0.1646 -0.4307
O 0.1922 2.6572 -1.4695 -1.6081 0.8471 -0.1277
O -1.0477 -0.0502 -1.9982 -0.1066 -0.2823 0.1380
O 1.5924 3.5558 -2.8203 -0.1245 0.8176 -0.5003
O 2.0251 1.6916 -1.8922 0.9596 -1.5133 0.1787
O -2.4508 1.9668 -0.9791 -0.7942 1.3721 0.6117
O 2.5778 -2.6518 0.9826 0.1113 0.9047 -0.0208
O -0.1362 2.5161 1.0628 -1.7136 -1.0762 1.9786
N 0.7111 -0.4078 0.2008 -0.5277 -0.6347 0.0412
N 1.2951 2.6450 -2.0923 0.6051 -0.0473 -0.1286
C 0.0599 -1.5518 -0.4409 -1.4790 -0.6622 -0.1943
C 1.2346 -0.7275 1.5331 0.1735 2.2740 0.1566
C 2.5828 -1.3378 1.4942 0.5367 -0.0272 1.6240
C -1.3094 0.4848 -3.3297 2.2014 1.1929 1.1044
C -0.1671 -1.1959 -1.8746 -0.3738 0.8945 -1.0033
C 3.7969 -3.2735 1.2985 -0.2630 1.0119 1.6151
H -0.5408 -2.0622 -2.3719 -0.8327 -0.5505 -0.5595
H 1.4938 -0.1605 -0.3835 0.5264 0.2933 -0.2480
H 0.5971 -1.3530 2.0965 -1.1351 -0.7779 0.2505
H 4.7292 -2.7679 1.0527 -0.1852 0.6082 -0.2501
H 0.5985 -2.5202 -0.5016 0.2030 0.6858 0.6207
H -0.9474 -1.7502 0.0551 1.3673 0.2616 -0.5285
H 3.7814 -4.1703 0.8193 0.1147 -2.6411 -1.4432
H -2.0180 1.3346 -3.2177 0.5154 -0.9533 -0.1654
H 0.7304 -0.9236 -2.4121 0.7465 0.0391 0.0975
H 1.2822 0.2276 2.1276 0.1400 -0.7860 -0.5936
H -1.6423 -0.3311 -3.8859 -1.0763 -1.0649 -1.2008
H -0.9809 2.3282 1.5890 1.1488 -0.0649 -0.0156
H -2.1133 2.8422 -1.2542 -0.4676 -0.2475 0.0429
H 3.7780 -3.4778 2.3658 0.3597 -0.0114 0.3582
H -0.3309 0.8297 -3.8049 -1.1486 -0.1949 0.6847
H 2.9358 -1.2614 2.5669 -0.0636 -0.6357 -0.8118
H -0.2126 3.4525 0.9887 0.4316 1.2866 -0.6461
H -3.1723 2.1024 -0.2985 0.9430 -0.3648 -0.8062
H 3.2844 -0.7471 0.9388 0.4704 0.5913 -0.5626
```
Positions in Å, forces in eV/Å.

# 5
Density functional theory data (ωB97M-V with the def2-TZVPD basis set) for C6H19N2PbSi as an isolated structure.

Charge: -1
Gap between HOMO and LUMO (alpha / beta), eV: 3.664 / 3.142

Geometry as XYZ:
```
29
Properties=species:S:1:pos:R:3:forces:R:3
Pb 0.5670 -1.6839 -2.1421 0.9677 -0.9437 -0.2521
Si -0.1402 -0.0169 2.6860 0.3392 -0.7168 -1.3483
N -0.1961 0.0780 -4.6619 -0.3687 0.4867 -1.3046
N -1.8922 -1.8838 -2.4464 -1.0098 0.3711 0.1720
C -1.6282 -0.8605 3.4742 -0.2113 -0.3058 0.3028
C -0.1087 -0.5137 -0.3775 -0.0989 0.3109 2.2366
C -0.0774 -0.2077 0.8322 -0.4780 0.3328 -0.0673
C 1.4239 -0.8836 3.2914 0.1025 -0.0216 0.2668
C 2.1511 1.8082 -2.6628 -0.8056 0.4482 0.7849
C -0.1128 1.7419 3.3015 0.0662 0.5431 0.2150
H 0.2974 0.9643 -4.8225 -0.1584 -0.2902 0.3707
H 2.3183 -0.3549 2.9329 -0.2123 -0.1276 -0.0176
H -2.2431 -2.4704 -1.6689 0.4160 0.4091 -0.7323
H 2.5945 0.8018 -2.7743 -0.2216 0.7305 0.1077
H -2.1494 -2.3079 -3.3514 -0.0262 0.2802 0.5700
H 1.4889 -0.9267 4.3855 -0.0449 0.0506 -0.0382
H -0.9844 2.3253 2.9856 0.1253 -0.0939 -0.1325
H -1.6735 -1.9245 3.2080 0.0189 0.2093 -0.1373
H 0.7949 2.2569 2.9679 -0.1558 -0.0204 -0.0963
H -2.2902 -0.9292 -2.3302 0.1454 -0.8350 -0.2445
H 2.2526 2.2420 -1.6514 0.6052 -0.4334 -0.2959
H -0.1026 1.7826 4.3972 0.0010 -0.1640 -0.0228
H 0.0350 -0.4693 -5.5099 -0.3391 0.1497 0.6682
H -2.6027 -0.4140 3.2424 0.2299 0.0034 -0.1697
H -1.2005 0.3094 -4.7161 0.5652 -0.1709 -0.1045
H 1.4704 -1.9166 2.9228 -0.0491 0.2409 -0.0491
H -1.5402 -0.8380 4.5699 0.1020 0.1042 -0.1041
H 1.0533 1.7327 -2.7027 0.3729 -0.3030 -0.4595
H 2.4951 2.5583 -3.3797 0.1223 -0.2444 -0.1184
```
Positions in Å, forces in eV/Å.

# 6
Density functional theory data (ωB97M-V with the def2-TZVPD basis set) for C6H19N3 as an isolated structure.

Energy above the lowest of the compared OMol25 structures with the same formula, charge and spin, kcal per mole: 84.15
Gap between HOMO and LUMO, eV: 7.461

Geometry as XYZ:
```
28
Properties=species:S:1:pos:R:3:forces:R:3
N -1.4791 -1.1401 2.0360 -0.0637 0.0777 -0.1504
N 0.1726 -0.5993 -0.9742 0.2389 0.2867 0.2726
N -1.5920 -0.2536 0.9214 -0.0731 -0.5124 -0.4822
C 0.6722 1.2425 0.6067 -0.9919 -0.3886 0.2395
C 1.8829 -0.9489 0.7382 -0.0718 0.1119 -0.1208
C -2.9085 0.3402 0.7661 0.2143 -0.1747 0.0674
C -0.3671 0.1256 -2.1370 0.1116 -0.0518 0.1376
C 2.3925 0.5841 -1.1867 -0.1608 -0.0925 0.0358
C 1.3220 0.1329 -0.1891 -0.2847 -0.4595 -0.3384
H -3.6867 -0.4051 0.5492 0.0029 0.0298 -0.0130
H 0.3501 0.1811 -2.9563 -0.0089 0.0469 0.0627
H -1.2643 -0.3843 -2.4887 -0.0077 0.0439 0.0262
H 2.0373 1.4037 -1.8114 -0.0277 -0.0069 -0.0178
H -0.6305 1.1290 -1.8071 -0.0241 0.0104 -0.0769
H -3.2151 0.8875 1.6696 0.0124 -0.0112 -0.0262
H -2.1524 -1.9005 1.9475 0.0328 0.0890 0.0147
H -2.8773 1.0535 -0.0612 -0.0224 0.0109 -0.0083
H -0.5998 0.6376 0.9540 1.2474 0.7130 -0.1086
H 2.7346 -0.2320 -1.8339 0.0120 0.0084 0.0281
H -0.7600 -0.6494 -0.1672 -0.1764 0.1358 0.4852
H 2.6887 -0.5252 1.3368 -0.0012 0.0176 0.0055
H -1.7108 -0.6424 2.8970 0.0226 -0.0289 -0.1092
H 3.2503 0.9579 -0.6284 0.0100 -0.0146 0.0285
H 0.5622 2.1537 0.0137 0.0494 0.0766 -0.0471
H 2.2958 -1.7917 0.1743 -0.0066 0.0063 -0.0234
H 0.4968 -1.5191 -1.2652 -0.0103 0.0588 0.0970
H 1.2773 1.4773 1.4833 0.0096 0.0015 0.0094
H 1.1082 -1.3149 1.4126 -0.0326 0.0162 0.0119
```
Positions in Å, forces in eV/Å.